Entry 1:
{
  "formula": "CH4N4",
  "method": "wB97M-V/def2-TZVPD",
  "elements": ["H", "H", "N", "H", "C", "N", "N", "H", "N"],
  "coordinates": [[0.5462, -1.1138, -2.0296], [0.6322, 1.3209, 2.0467], [-0.7419, 0.4009, 0.7522], [-1.6936, 0.7275, 0.5521], [0.0615, -0.0785, -0.2117], [0.4202, 1.3070, 1.0090], [-0.2122, -1.0904, -1.3714], [-0.1744, -1.9913, -0.8766], [1.1620, 0.5177, 0.1295]],
  "atomic_forces_ev_per_a": [[0.52, 0.52, -0.02], [0.30, -0.66, -1.61], [-1.21, 0.65, 0.97], [0.65, 0.34, 0.10], [1.83, -3.10, -3.94], [-2.24, 0.99, 1.80], [-0.27, 1.65, 3.88], [-0.22, 0.31, -0.44], [0.64, -0.70, -0.73]],
  "homo_ev": -9.11,
  "homo_lumo_gap_ev": 10.146,
  "charge": 0
}

---

Entry 2:
{
  "formula": "CH4N4",
  "method": "wB97M-V/def2-TZVPD",
  "elements": ["H", "C", "H", "N", "N", "H", "N", "N", "H"],
  "coordinates": [[0.0108, -1.1822, 2.6012], [-0.8485, 0.4107, -1.4240], [-0.2919, 1.4449, -1.5845], [1.2528, -0.2377, 1.5281], [2.0071, 0.4640, 1.0532], [-0.1051, -0.4020, -1.7654], [-1.0050, 0.1780, -0.1371], [0.6255, -1.2475, 1.7986], [-1.6458, 0.5718, -2.0702]],
  "atomic_forces_ev_per_a": [[-0.02, 0.41, -0.03], [4.17, 1.10, -1.39], [-0.29, -1.41, 0.39], [1.92, 0.52, -1.07], [-1.25, -0.20, 0.81], [-0.87, 0.93, -0.30], [-1.09, -0.05, 2.34], [-0.48, -0.88, 0.42], [-2.08, -0.42, -1.17]],
  "homo_ev": [-9.38, -9.29],
  "homo_lumo_gap_ev": [8.905, 8.967],
  "charge": 0
}